No. 1
{
  "formula": "C5H12O",
  "method": "ωB97M-V/def2-TZVPD",
  "lumo_energy_ev": 0.90,
  "max_force_ha_per_bohr": 0.0085,
  "total_charge": 0,
  "relative_energy_ev": 5.031,
  "homo_ev": -6.63,
  "elements": ["C", "C", "C", "C", "C", "O", "H", "H", "H", "H", "H", "H", "H", "H", "H", "H", "H", "H"],
  "coordinates": [[-1.500, 1.502, 0.278], [-0.506, 0.415, 0.584], [-0.982, -1.288, -0.918], [0.819, 0.435, 0.044], [1.913, -0.236, 0.855], [0.600, -0.465, -1.272], [-1.584, 2.270, 1.062], [-1.244, 2.017, -0.657], [-2.516, 1.091, 0.143], [-0.617, -0.067, 1.558], [-1.030, -1.921, -0.039], [-1.876, -0.694, -1.078], [-0.772, -1.889, -1.812], [1.147, 1.366, -0.429], [2.827, -0.402, 0.273], [1.560, -1.201, 1.235], [2.181, 0.387, 1.715], [1.357, -1.000, -1.608]],
  "lowdin_charge": [-0.138, -0.262, 0.051, -0.356, -0.068, -0.144, 0.064, 0.076, 0.061, 0.102, 0.052, 0.039, 0.048, 0.131, 0.072, 0.083, 0.083, 0.107]
}



No. 2
{
  "formula": "C4H14N4",
  "method": "ωB97M-V/def2-TZVPD",
  "lumo_energy_ev": 1.05,
  "max_force_ha_per_bohr": 0.0723,
  "total_charge": 0,
  "smiles": "CNNC[C@@H](C)NN",
  "relative_energy_ev": 4.060,
  "homo_ev": -7.05,
  "elements": ["C", "N", "N", "C", "C", "C", "N", "N", "H", "H", "H", "H", "H", "H", "H", "H", "H", "H", "H", "H", "H", "H"],
  "coordinates": [[0.561, -0.284, 2.984], [-0.182, -0.470, 1.740], [-0.137, 0.688, 0.904], [0.944, 0.562, -0.090], [0.370, -0.144, -1.308], [0.292, -1.641, -1.171], [-1.257, 0.470, -1.360], [-1.441, 1.724, -2.013], [1.606, -0.130, 2.742], [0.210, 0.570, 3.580], [0.489, -1.202, 3.572], [-1.151, -0.689, 1.942], [-1.125, 0.730, 0.114], [1.806, 0.030, 0.319], [1.234, 1.583, -0.360], [0.780, 0.194, -2.268], [-0.240, -2.093, -2.008], [1.299, -2.058, -1.120], [-0.188, -1.900, -0.227], [-1.883, -0.198, -1.800], [-1.172, 2.452, -1.354], [-0.817, 1.808, -2.818]],
  "lowdin_charge": [-0.139, -0.193, -0.155, -0.235, -0.258, -0.085, -0.139, -0.019, 0.058, 0.067, 0.071, 0.099, 0.148, 0.111, 0.097, 0.115, 0.071, 0.083, 0.063, 0.101, 0.070, 0.068]
}



No. 3
{
  "formula": "C28H51FINO12P3S2",
  "method": "ωB97M-V/def2-TZVPD",
  "lumo_energy_ev": 2.01,
  "max_force_ha_per_bohr": 0.0797,
  "total_charge": -1,
  "homo_ev": -4.45,
  "elements": ["C", "C", "C", "I", "C", "P", "P", "O", "O", "O", "O", "P", "C", "C", "F", "C", "O", "O", "N", "C", "C", "C", "C", "C", "C", "C", "C", "C", "O", "C", "S", "C", "C", "C", "S", "O", "O", "O", "H", "H", "H", "H", "H", "H", "H", "H", "H", "H", "H", "H", "H", "H", "H", "H", "H", "H", "H", "H", "H", "H", "H", "H", "H", "H", "H", "H", "H", "H", "H", "H", "H", "H", "H", "C", "C", "C", "O", "C", "H", "H", "H", "H", "H", "H", "H", "H", "C", "C", "C", "O", "C", "H", "H", "H", "H", "H", "H", "H", "H"],
  "coordinates": [[1.379, -2.074, -3.907], [0.855, -0.625, -3.835], [-0.662, -0.363, -4.153], [-1.750, -2.224, -4.002], [-1.273, 0.839, -3.373], [-2.953, 1.474, -4.115], [-4.154, 0.118, -5.256], [-4.873, -0.895, -4.464], [-3.421, -0.569, -6.575], [-5.318, 1.060, -5.942], [-0.583, 2.065, -3.473], [-0.313, 2.953, -1.946], [-1.954, 3.947, -2.104], [-2.237, 4.586, -3.470], [-3.616, 4.504, -3.778], [0.581, 4.509, -2.711], [0.186, 5.741, -2.055], [0.380, 6.758, -3.038], [0.042, 3.759, -0.384], [-0.453, 3.416, 0.717], [-1.897, 3.688, 1.225], [0.430, 2.796, 1.839], [1.454, 2.172, -2.135], [2.141, 2.165, -3.365], [3.395, 1.621, -3.529], [4.080, 1.057, -2.450], [3.428, 1.037, -1.233], [2.143, 1.566, -1.094], [-0.949, 1.624, -1.042], [-1.571, 0.628, -1.784], [-3.432, 0.501, -1.532], [-1.076, -0.681, -1.065], [-1.122, -0.602, 0.506], [-1.766, -1.908, 1.082], [-3.560, -1.830, 1.307], [-4.076, -0.511, 1.548], [-3.859, -2.643, 2.468], [-4.309, -2.569, 0.081], [1.130, -2.690, -3.034], [1.174, -2.583, -4.857], [2.483, -1.985, -3.877], [1.418, -0.083, -4.602], [1.061, -0.262, -2.825], [-0.717, -0.070, -5.210], [-2.483, 2.393, -5.106], [-2.641, -0.019, -6.751], [-5.502, 0.725, -6.831], [-2.067, 4.714, -1.337], [-2.781, 3.231, -1.919], [-1.629, 4.215, -4.302], [-2.030, 5.665, -3.396], [0.535, 4.590, -3.804], [1.623, 4.446, -2.364], [0.542, 7.568, -2.534], [-2.058, 4.767, 1.063], [-2.017, 3.493, 2.293], [-2.618, 3.168, 0.582], [0.335, 1.703, 1.879], [0.115, 3.210, 2.814], [1.481, 3.084, 1.714], [1.682, 2.615, -4.246], [3.865, 1.629, -4.515], [5.072, 0.631, -2.595], [3.955, 0.593, -0.387], [1.699, 1.472, -0.104], [-3.731, -0.789, -1.805], [-1.807, -1.463, -1.300], [-0.107, -1.046, -1.428], [-1.734, 0.232, 0.864], [-0.089, -0.605, 0.869], [-1.336, -2.187, 2.048], [-1.591, -2.739, 0.381], [-5.192, -2.174, -0.023], [0.265, -2.379, 6.635], [-1.054, -1.835, 6.104], [-0.606, -0.573, 5.384], [0.720, -0.821, 4.906], [1.223, -2.021, 5.507], [0.247, -3.447, 6.853], [0.545, -1.849, 7.550], [-1.484, -2.540, 5.388], [-1.795, -1.643, 6.879], [-0.565, 0.283, 6.067], [-1.256, -0.316, 4.546], [1.242, -2.800, 4.741], [2.243, -1.855, 5.859], [4.791, -5.565, 5.918], [4.830, -6.170, 4.523], [3.446, -5.827, 3.997], [3.061, -4.597, 4.621], [3.970, -4.306, 5.690], [5.776, -5.360, 6.336], [4.264, -6.238, 6.600], [5.594, -5.670, 3.923], [5.036, -7.240, 4.512], [2.713, -6.592, 4.274], [3.427, -5.705, 2.913], [4.603, -3.469, 5.375], [3.409, -4.003, 6.576]],
  "lowdin_charge": [-0.195, -0.291, -0.595, 1.056, -0.618, 0.865, 0.231, -0.401, -0.249, -0.204, -0.317, 0.693, -0.203, -0.262, -0.118, -0.248, -0.220, -0.070, -0.019, -0.424, -0.035, -0.054, -0.218, -0.130, -0.116, -0.117, -0.105, -0.083, -0.251, -0.679, 0.778, -0.223, -0.180, -0.196, 0.591, -0.311, -0.333, -0.178, 0.047, 0.050, 0.071, 0.104, 0.082, 0.067, -0.032, 0.043, 0.060, 0.074, 0.048, 0.080, 0.105, 0.089, 0.088, 0.088, 0.078, 0.059, 0.067, 0.061, 0.059, 0.070, 0.109, 0.099, 0.091, 0.095, 0.084, -0.117, -0.003, 0.102, 0.093, 0.111, 0.099, 0.108, 0.102, -0.173, -0.169, -0.203, -0.141, -0.210, 0.110, 0.111, 0.115, 0.111, 0.116, 0.115, 0.108, 0.108, -0.175, -0.176, -0.201, -0.152, -0.211, 0.111, 0.113, 0.114, 0.110, 0.117, 0.118, 0.121, 0.112]
}



No. 4
{
  "formula": "C4H3LiOPd",
  "method": "ωB97M-V/def2-TZVPD",
  "s_squared": 3.792,
  "lumo_energy_ev": [-6.23, -5.95],
  "max_force_ha_per_bohr": 0.3089,
  "total_charge": 1,
  "relative_energy_ev": 0.693,
  "multiplicity": 4,
  "homo_ev": [-11.00, -13.62],
  "elements": ["O", "C", "Li", "Pd", "H", "H", "C", "C", "C", "H"],
  "coordinates": [[-0.778, -0.342, -1.425], [-1.177, 0.127, -2.624], [-0.213, 0.931, -0.208], [-0.752, -1.778, -0.726], [-2.180, -0.155, -2.961], [-0.633, 0.997, -3.009], [1.811, -0.579, 3.213], [1.881, 0.193, 2.212], [1.070, 0.983, 1.519], [0.971, -0.378, 4.009]],
  "lowdin_charge": [-0.665, -0.113, 0.651, 0.810, 0.070, 0.067, 0.182, -0.261, 0.121, 0.139]
}



No. 5
{
  "formula": "CH5N3O",
  "method": "ωB97M-V/def2-TZVPD",
  "lumo_energy_ev": 0.81,
  "max_force_ha_per_bohr": 0.1268,
  "total_charge": 0,
  "smiles": "NNC(N)=O",
  "relative_energy_ev": 1.152,
  "homo_ev": -10.01,
  "elements": ["N", "N", "C", "N", "O", "H", "H", "H", "H", "H"],
  "coordinates": [[2.026, -0.078, -0.096], [0.739, -0.621, 0.157], [-0.485, 0.120, -0.043], [-1.647, -0.675, -0.134], [-0.646, 1.299, 0.037], [1.823, 0.724, -0.695], [1.903, 0.649, 0.812], [0.745, -1.625, -0.220], [-1.833, -1.317, 0.563], [-2.389, 0.069, 0.005]],
  "lowdin_charge": [-0.011, -0.107, -0.595, 0.113, 0.066, 0.054, 0.156, 0.153, 0.048, 0.125]
}



No. 6
{
  "formula": "C5H11NO",
  "method": "ωB97M-V/def2-TZVPD",
  "lumo_energy_ev": 0.83,
  "max_force_ha_per_bohr": 0.0318,
  "total_charge": 0,
  "smiles": "C=C(N)/C=C/C.O",
  "relative_energy_ev": 2.400,
  "homo_ev": -8.52,
  "elements": ["C", "C", "N", "C", "C", "C", "H", "H", "H", "H", "H", "H", "H", "H", "H", "O", "H", "H"],
  "coordinates": [[-0.712, 1.391, 1.152], [0.297, 1.339, 0.283], [0.913, 2.408, -0.407], [0.982, 0.035, -0.061], [0.233, -0.846, -0.728], [0.717, -1.943, -1.642], [-1.436, 2.205, 1.120], [-0.862, 0.710, 1.975], [1.244, 2.106, -1.322], [0.236, 3.131, -0.622], [2.060, 0.075, 0.054], [-0.800, -0.572, -0.929], [1.355, -2.631, -1.078], [-0.097, -2.580, -1.997], [1.222, -1.569, -2.530], [-1.980, -1.724, 1.454], [-1.906, -2.626, 1.183], [-1.334, -1.224, 0.920]],
  "lowdin_charge": [0.023, -0.437, 0.084, -0.065, -0.176, -0.094, 0.056, 0.056, 0.084, 0.087, 0.115, 0.110, 0.076, 0.067, 0.075, -0.059, 0.016, -0.017]
}